1 | C3H7OPS2 | the ωB97M-V functional and the def2-TZVPD basis

Last column: natural (NBO) charge in e.
Cartesian coordinates (Å):
C -1.37 -1.55 1.70  -0.132
C -0.61 -1.99 0.47  -0.596
C 0.98 2.55 -1.68  -0.750
O -1.29 -0.24 1.95  -0.328
P -1.01 0.46 -1.53  0.257
S -1.51 -1.47 -0.98  -0.010
S 0.99 0.87 -1.03  -0.031
H -2.43 -1.96 1.59  0.173
H -0.93 -2.15 2.70  0.244
H 0.50 -1.59 0.64  0.248
H -0.72 -3.12 0.41  0.240
H 0.05 2.99 -1.79  0.226
H 1.45 2.63 -2.72  0.223
H 1.63 3.19 -1.06  0.237

Computed properties:
Total charge: 0
HOMO level (alpha / beta), eV: -9.06 / -7.09
Spin multiplicity: 1
Orbital gap (alpha / beta), eV: 8.34 / 5.31

2 | C3H7OPS2 | the ωB97M-V functional and the def2-TZVPD basis

Last column: natural (NBO) charge in e.
Cartesian coordinates (Å):
C -1.35 -1.44 -1.67  -0.131
C -1.01 0.13 -1.66  -0.551
C 1.55 0.89 2.55  -0.752
O -0.65 -2.20 -0.89  -0.354
P -1.19 0.48 1.43  0.287
S -2.09 0.87 -0.33  -0.070
S 0.75 0.96 0.93  -0.048
H -2.45 -1.75 -1.57  0.198
H -1.18 -1.71 -2.69  0.243
H 0.05 0.52 -1.31  0.250
H -1.25 0.63 -2.65  0.235
H 1.07 0.67 3.44  0.233
H 2.09 1.90 2.77  0.230
H 2.37 0.17 2.31  0.231

Computed properties:
Total charge: 0
HOMO level (alpha / beta), eV: -8.85 / -7.18
Spin multiplicity: 1
Orbital gap (alpha / beta), eV: 8.02 / 5.68

The structure with the least stability is 2.

1 | C3H7OPS | the ωB97M-V functional and the def2-TZVPD basis

Last column: natural (NBO) charge in e.
Cartesian coordinates (Å):
C 1.17 -0.57 -0.39  -0.107
C -0.17 0.20 -0.16  -0.054
C -1.15 -0.22 0.79  -0.698
O 1.81 -0.27 -1.61  -0.810
P 1.28 0.68 -2.87  0.810
S -0.74 0.70 -2.45  -0.317
H 1.84 -0.37 0.54  0.209
H 0.95 -1.69 -0.48  0.182
H 0.13 1.30 0.05  0.198
H -1.86 0.51 0.88  0.233
H -0.81 -0.58 1.76  0.249
H -1.61 -1.19 0.35  0.222
H 1.63 1.84 -2.29  -0.116

Computed properties:
Total charge: 0
HOMO level, eV: -8.50
Spin multiplicity: 1
Orbital gap, eV: 8.12

2 | C3H7OPS | the ωB97M-V functional and the def2-TZVPD basis

Last column: natural (NBO) charge in e.
Cartesian coordinates (Å):
C -1.99 -0.41 -1.22  -0.264
C -1.31 -0.07 -0.13  -0.603
C 1.22 -0.48 1.47  -0.993
O 1.01 2.32 -0.33  -1.015
P 0.45 -0.46 -0.17  1.293
S 1.14 -1.61 -1.56  -0.378
H -2.98 0.04 -1.32  0.213
H -1.70 -1.06 -2.09  0.242
H -1.53 0.61 0.71  0.267
H 1.86 -1.27 1.75  0.266
H 1.74 0.46 1.60  0.303
H 0.36 -0.41 2.16  0.249
H 1.74 2.36 -0.88  0.421

Computed properties:
Total charge: 0
HOMO level, eV: -8.54
Spin multiplicity: 1
Orbital gap, eV: 6.78

The structure with the least stability is 2.

1 | C4H11N2O | the ωB97M-V functional and the def2-TZVPD basis

Last column: natural (NBO) charge in e.
Cartesian coordinates (Å):
C -0.18 0.04 -0.70  -0.043
C -0.30 1.44 -0.23  -0.457
C -0.78 1.37 1.24  -0.239
N -1.84 0.49 1.63  -0.883
N 1.04 -0.37 -1.40  -0.713
C 1.50 -1.90 -0.63  0.177
O 1.93 -1.74 0.57  -0.832
H -0.35 -0.85 0.12  0.010
H -0.91 -0.17 -1.48  0.184
H -1.09 1.88 -0.86  0.191
H 0.67 1.98 -0.22  0.207
H 0.10 1.05 1.86  0.176
H -1.13 2.38 1.46  0.176
H -2.31 -0.04 0.90  0.309
H -0.87 -1.04 0.84  0.259
H 1.81 0.18 -1.02  0.325
H 0.50 -2.37 -0.69  0.064
H 2.21 -2.33 -1.38  0.089

Computed properties:
Total charge: -1
HOMO level, eV: -3.12
Spin multiplicity: 1
Orbital gap, eV: 6.92

2 | C4H11N2O | the ωB97M-V functional and the def2-TZVPD basis

Last column: natural (NBO) charge in e.
Cartesian coordinates (Å):
C -0.55 0.13 1.10  -0.233
N -1.21 0.79 -0.13  -0.709
C -1.83 -0.10 -1.16  0.126
O -0.75 -0.57 -1.75  -0.986
C 1.01 -0.13 1.03  -0.011
C 1.83 1.12 0.68  -0.661
N 1.21 -1.29 0.18  -0.901
H -0.95 -0.86 1.52  0.198
H -0.78 0.78 2.00  0.155
H -0.48 1.39 -0.55  0.340
H -2.58 0.44 -1.85  0.076
H -2.21 -0.87 -0.62  0.107
H 1.20 -0.36 2.24  0.128
H 1.24 1.94 0.91  0.208
H 2.76 0.92 1.19  0.194
H 2.19 1.16 -0.29  0.206
H 0.78 -1.00 -0.78  0.440
H 2.18 -1.49 0.07  0.321

Computed properties:
Total charge: -1
HOMO level, eV: -2.11
SMILES: C[C@H](N)CNC[O-]
Spin multiplicity: 1
Orbital gap, eV: 6.16

The structure with the least stability is 1.